96
Properties=species:S:1:pos:R:3:forces:R:3:lowdin_spin:R:1 method="wB97M-V/def2-TZVPD" charge=-1 fmax_ev_per_a=4.2 homo_ha="0.020 / -0.215" e_lumo_ev="2.42 / 2.35" gap_ev="1.89 / 8.21" multiplicity=2 total_energy_ev=-51564.9895
C -5.123441 -1.025394 4.338801 0.1628 1.9202 1.4921 0.0156
C -5.758641 -2.304224 3.900571 0.8577 -0.0355 -0.3947 0.0058
C -6.011641 -2.164474 2.401341 -0.3904 -1.6861 -0.1087 0.0307
C -4.822521 -2.329354 1.570271 -0.3560 1.0057 0.7739 0.0588
N -3.895631 -2.429274 0.913571 0.8261 -0.2921 -0.5886 0.0088
H -5.844011 -0.250804 4.601251 -0.6501 -0.1709 0.0587 0.0032
H -4.552271 -0.445984 3.613431 0.4074 -0.7708 -0.4041 0.0076
H -4.524751 -1.069294 5.248611 0.2048 -0.3914 -0.0592 0.0024
H -6.653581 -2.564264 4.465871 -0.2330 0.3505 -0.2309 0.0017
H -5.091301 -3.146674 4.082361 0.1630 -0.0285 -0.1837 0.0011
H -6.549831 -1.244434 2.173351 -0.0014 -0.1679 -0.2156 0.0129
H -6.541951 -3.067844 2.100021 -0.9273 0.2670 -0.1781 0.0056
C 4.276289 -4.412294 -1.972659 -1.1614 1.1302 -1.6842 0.0020
C 3.297019 -3.874544 -3.138309 0.4435 -0.4105 0.2617 0.0029
C 3.432369 -2.389884 -3.602679 0.1721 -0.4352 1.5581 0.0030
C 4.789999 -2.048794 -3.934629 0.2915 0.0123 -0.6757 0.0034
N 5.869469 -1.741384 -4.161649 0.4946 0.0156 -0.0924 0.0006
H 5.298719 -4.145714 -2.240359 0.0217 0.2100 0.2830 0.0001
H 4.251279 -5.500694 -1.919159 -0.3167 0.0821 0.0349 0.0006
H 3.950159 -3.964764 -1.033809 0.3484 -0.1005 0.0851 0.0003
H 2.252109 -3.996294 -2.852909 0.0538 -0.1357 0.1564 0.0005
H 3.439789 -4.507054 -4.014459 0.0577 -0.0596 -0.0712 0.0014
H 3.271229 -1.725164 -2.753989 -0.4908 0.0166 0.2919 0.0003
H 2.720819 -2.061764 -4.360379 0.0840 -0.4125 -0.1821 0.0022
C -0.095101 -3.009634 -0.861329 -0.4143 0.5749 0.3900 0.0095
C 0.089599 -1.478644 -0.714159 0.5983 -0.4990 0.9876 0.0124
C -1.054381 -0.742294 0.058181 0.5325 -1.5798 -0.7481 0.0445
C -0.775231 0.603676 0.453651 0.2808 2.9549 0.4768 0.0462
N -0.653231 1.714076 0.795781 0.0341 -1.9973 -0.5717 0.0110
H 0.202079 -3.576294 0.021101 -0.2756 0.3625 0.2935 0.0003
H 0.581749 -3.406314 -1.618039 -0.4330 0.1440 -0.4198 0.0005
H -1.155941 -3.190694 -1.034379 0.1188 -0.5274 -0.4397 0.0045
H 0.310609 -1.058504 -1.695359 -0.2012 0.3326 0.1508 0.0125
H 0.966489 -1.400834 -0.071419 0.3395 0.5424 -0.2697 0.0004
H -1.214721 -1.283004 0.990931 -0.3146 -0.2184 -0.0191 0.0020
H -1.960571 -0.751734 -0.547489 -0.2697 0.0345 0.1377 0.0534
N 1.522749 1.917926 -2.612129 0.9160 -0.3356 -1.1420 0.0208
C 2.455959 2.846076 -2.326319 0.5341 1.6871 1.4733 0.0155
C 3.728539 2.387146 -2.539329 -0.4984 1.9248 0.3345 0.0025
C 3.565379 1.181156 -3.154159 -0.4995 -2.6172 -1.1932 0.0025
C 2.207929 0.871136 -3.221619 0.5286 0.2248 0.2506 0.0270
H 0.536739 2.136616 -2.604829 -0.1742 -0.4312 -0.1129 0.0706
H 2.257789 3.838276 -1.948619 -0.6217 -0.1935 0.1826 0.0035
H 4.603079 2.978116 -2.310559 0.0800 -0.2664 -0.1706 0.0007
H 4.341009 0.576476 -3.600439 -0.0002 -0.1279 0.1594 0.0003
H 1.765119 0.012646 -3.704659 -0.3801 0.2535 0.2655 0.0091
N -1.911411 5.105196 2.871951 -1.6997 0.4936 0.9984 0.0010
C -2.860701 5.662816 3.750481 1.3227 -0.7478 0.2845 0.0060
C -2.717711 5.098816 5.020801 0.8715 -0.3656 -2.9567 0.0021
C -1.705601 4.060426 4.821311 0.0607 0.3575 -0.3054 0.0035
C -1.239041 4.084916 3.487991 -1.3211 0.9124 1.8039 0.0046
H -1.851681 5.375676 1.900681 0.0064 -0.2670 -0.0337 -0.0001
H -3.607551 6.381676 3.447391 0.3732 0.1210 -0.2830 0.0019
H -3.342781 5.495826 5.806981 0.3281 -0.6983 0.4487 0.0002
H -1.352201 3.359346 5.562921 -0.0098 0.0521 0.0089 0.0015
H -0.552381 3.452776 2.944581 -0.0689 0.0900 0.1641 0.0006
N -3.101541 5.450636 -1.404189 2.3707 0.7704 1.5838 0.0172
C -2.590651 6.671956 -0.965149 1.6588 -0.4781 2.0950 0.0258
C -1.433721 6.446296 -0.160249 -1.2132 -0.7708 -2.0800 0.0042
C -1.154351 5.034276 -0.222369 -1.8055 0.4305 -0.6109 0.0062
C -2.210541 4.466546 -0.931389 -0.2249 0.4678 -0.3869 0.1199
H -3.979501 5.319796 -1.886019 0.3179 -0.2082 0.0662 0.0370
H -2.994721 7.673466 -0.974549 -0.7256 -0.3668 -0.7366 0.0037
H -0.807831 7.215556 0.267421 -0.1482 0.0246 0.0290 0.0014
H -0.362851 4.466496 0.244071 -0.0315 0.0607 -0.0938 0.0011
H -2.365501 3.425956 -1.175459 -0.0771 0.0301 -0.0047 0.0762
N -0.321931 -3.365294 -6.820919 -1.4865 1.1674 0.0988 0.0034
C -1.401371 -2.494964 -6.614999 0.1538 0.2070 2.1022 0.0240
C -1.641221 -2.350544 -5.219979 1.5461 -2.2908 -3.1275 0.0519
C -0.692551 -3.303324 -4.656599 -1.2082 1.8082 1.9884 0.0083
C 0.107969 -3.842124 -5.591899 0.2015 0.0130 -1.5882 0.0095
H -0.020101 -3.621594 -7.750069 0.1783 -0.0562 0.4474 0.0046
H -1.943391 -1.969544 -7.387369 0.3572 -0.2989 -0.3276 0.0039
H -2.457971 -1.782694 -4.799449 0.3218 -0.0780 0.2743 0.0384
H -0.612621 -3.408934 -3.584749 0.2305 -0.3140 -0.0573 0.0010
H 1.002919 -4.444844 -5.545089 -0.2536 -0.1291 0.1920 0.0023
N 2.176719 -1.539294 3.743061 -0.1251 -0.1218 -2.1203 0.0005
C 2.030479 -2.204204 2.541301 -0.0633 -0.2883 -1.0852 0.0012
C 1.149719 -3.253334 2.644321 0.4988 0.0580 3.2798 0.0019
C 0.810449 -3.284484 4.096341 0.0573 1.7784 -2.0761 0.0026
C 1.348019 -2.092434 4.626211 -1.1020 -2.7856 1.3870 0.0033
H 2.676039 -0.661954 3.775611 -0.1553 0.0660 0.1665 0.0001
H 2.530409 -1.903214 1.632521 0.2263 0.3470 0.2997 0.0001
H 0.849639 -4.014164 1.938991 0.2310 0.2915 -0.0741 0.0005
H 0.122559 -4.007534 4.509141 0.0592 0.3233 0.3766 0.0008
H 1.207489 -1.721734 5.630821 0.2415 0.1049 -0.0777 0.0009
N 2.225749 1.790566 1.744321 -1.6399 0.2948 0.4899 0.0008
C 2.693009 1.599886 2.977251 3.1807 -1.0607 0.4455 0.0015
C 3.932209 0.848086 2.772121 -1.4954 1.6996 1.1678 0.0005
C 4.061059 0.639746 1.386221 1.1358 -1.0436 0.8140 0.0004
C 2.968419 1.171516 0.840461 -1.4516 0.7991 -3.1823 0.0010
H 1.306349 2.134446 1.506521 -0.1168 0.0567 0.1095 0.0000
H 2.221899 2.095956 3.812941 0.2353 -0.2969 0.1518 0.0006
H 4.706249 0.616116 3.488681 -0.2534 0.0194 0.2562 0.0001
H 4.852449 0.117436 0.869211 -0.0693 0.0382 0.0853 0.0002
H 2.548299 1.248976 -0.151459 0.6388 -0.3717 -0.3495 0.0006